Record 1
C16H40LiN2O12P | ωB97M-V/def2-TZVPD

Structure (XYZ):
```
72
Properties=species:S:1:pos:R:3:mulliken_charge:R:1
C 0.712 0.504 -5.144 -1.07
N 0.438 1.875 -4.542 0.51
C 0.863 3.095 -5.249 -0.81
C -1.033 1.852 -4.305 -0.99
C 1.084 1.836 -3.242 -0.14
C 0.804 2.999 -2.179 -0.77
O 1.373 2.691 -0.879 -0.68
H 0.625 -0.195 -4.405 0.44
H 1.752 0.519 -5.414 0.47
H 0.287 0.269 -6.078 0.37
H 1.021 2.875 -6.299 0.36
H 1.832 3.432 -5.422 0.36
H 0.336 4.019 -4.799 0.32
H -1.411 2.849 -3.981 0.42
H -1.531 1.037 -3.891 0.26
H -1.476 1.747 -5.358 0.40
H 2.227 1.506 -3.262 0.28
H 0.779 0.741 -2.897 -0.06
H -0.218 3.127 -2.079 0.33
H 1.253 3.984 -2.485 0.27
H 0.982 1.828 -0.422 0.32
C -0.268 3.309 3.191 -0.64
N -1.624 2.716 3.109 0.64
C -2.398 3.082 4.292 -1.08
C -2.306 3.157 1.862 -1.10
C -1.508 1.315 3.031 -0.34
C -2.794 0.411 3.305 -1.26
O -2.691 -0.900 2.716 -0.62
H 0.275 2.819 4.030 0.33
H -0.350 4.383 3.126 0.39
H 0.318 3.198 2.249 0.05
H -1.944 2.569 5.039 0.54
H -3.388 2.863 4.540 0.41
H -2.295 4.246 4.528 0.29
H -1.923 2.632 0.920 0.19
H -2.362 4.129 1.712 0.64
H -3.341 3.069 1.979 0.48
H -1.057 0.827 3.685 1.24
H -0.999 0.826 2.105 -0.67
H -3.621 0.828 2.876 0.45
H -2.884 0.201 4.227 0.66
H -2.211 -0.785 1.890 0.63
Li 0.232 -0.865 -0.001 0.94
P -1.465 0.396 -0.594 0.16
O -0.739 -0.586 -1.484 -0.82
O -0.026 0.960 -0.104 -0.24
O -1.670 -0.611 0.411 -0.63
O -2.498 1.195 -1.149 -1.01
C 2.330 0.618 2.242 -0.65
O 3.325 -0.443 2.059 -0.40
C 2.970 -1.571 1.512 0.77
O 1.822 -1.762 1.054 -0.73
O 3.989 -2.457 1.206 -0.44
C 3.892 -3.573 0.474 -0.75
H 1.319 0.128 2.351 0.27
H 1.980 1.169 1.468 0.24
H 2.456 1.186 3.064 0.48
H 4.463 -4.355 0.430 0.48
H 3.759 -3.369 -0.489 0.39
H 2.898 -4.066 0.839 0.13
C -1.392 -3.760 -0.192 -0.32
O -0.176 -4.602 -0.399 -0.27
C 0.060 -5.737 0.405 0.67
O -0.591 -5.941 1.346 -0.48
O 1.109 -6.556 0.096 -0.32
C 1.188 -7.845 0.775 -0.67
H -1.145 -3.229 0.645 0.18
H -2.128 -4.624 -0.093 0.31
H -1.458 -2.912 -1.064 0.05
H 2.349 -8.174 0.809 0.23
H 0.560 -8.594 0.394 0.30
H 1.283 -7.526 1.919 0.28
```

Values from the calculation:
gap between HOMO and LUMO	5.8	eV
E_HOMO	-5.60	eV
E_LUMO	0.2	eV
total charge	0
2S+1	1

---

Record 2
C4H11N2O | ωB97M-V/def2-TZVPD

Structure (XYZ):
```
18
Properties=species:S:1:pos:R:3:mulliken_charge:R:1
C -3.557 -0.429 0.188 -0.82
C -2.506 0.039 -0.663 0.02
C 3.781 -0.285 -1.025 -0.47
C 2.714 -0.448 -0.204 0.58
N 1.651 0.319 1.969 -0.48
O 1.522 -0.548 -0.842 -0.29
N -1.705 1.040 -0.556 -0.63
H -4.384 0.319 -1.157 0.24
H -3.871 0.209 1.030 0.29
H -4.114 -1.353 0.027 0.37
H -2.295 -0.688 -1.475 0.39
H 4.590 0.413 -0.914 0.29
H 3.883 -0.825 -1.937 0.31
H 1.450 1.295 2.176 0.27
H 1.829 -0.399 2.653 0.26
H 0.790 -0.424 -0.200 0.35
H -2.101 1.649 0.175 0.20
H 2.323 0.116 0.752 0.16
```

Values from the calculation:
gap between HOMO and LUMO	3.4	eV
E_HOMO	-12.11	eV
E_LUMO	-8.7	eV
total charge	+1
2S+1	1

---

Record 3
C11H9BS3 | ωB97M-V/def2-TZVPD

Structure (XYZ):
```
24
Properties=species:S:1:pos:R:3:mulliken_charge:R:1
C 4.220 1.734 2.255 -0.97
C 3.033 0.922 1.940 0.53
C 3.035 -0.457 1.760 -0.83
C 1.754 -0.952 1.260 -0.37
C 0.958 0.041 0.861 0.14
B -0.584 -0.199 0.112 0.44
S -0.811 -1.573 -1.011 -0.27
C -2.423 -1.096 -1.510 0.41
C -3.360 -1.810 -2.243 -0.25
C -4.666 -1.418 -2.431 -0.62
C -4.997 -0.188 -1.990 -0.30
C -4.112 0.581 -1.336 -0.67
C -2.809 0.172 -1.095 0.43
S -1.815 1.087 0.020 -0.29
S 1.529 1.623 1.469 -0.22
H 3.743 2.775 2.183 0.28
H 4.838 1.591 3.293 0.25
H 4.915 1.604 1.417 0.28
H 3.777 -1.030 2.163 0.47
H 1.648 -2.052 1.080 0.30
H -2.929 -2.839 -2.383 0.25
H -5.505 -2.031 -2.851 0.30
H -5.941 0.367 -2.072 0.30
H -4.361 1.539 -1.042 0.42
```

Values from the calculation:
gap between HOMO and LUMO	8.8	eV
E_HOMO	-8.36	eV
E_LUMO	0.5	eV
total charge	0
SMILES string	Cc1ccc(B2Sc3ccccc3S2)s1
2S+1	1

---

Record 4
C48H53Cl2F9NO4P2S2SiZr | ωB97M-V/def2-TZVPD

Structure (XYZ):
```
123
Properties=species:S:1:pos:R:3:mulliken_charge:R:1
Zr 0.007 -0.021 2.110 -1.18
C -3.918 -4.608 4.157 -1.47
C -3.251 -3.627 3.223 0.25
O -3.330 -2.313 3.813 -0.29
P -2.415 -1.038 3.338 0.28
S -0.328 1.488 4.108 -0.81
S -1.996 -1.394 1.330 -0.36
O -0.800 -1.569 3.805 0.21
C -0.646 -1.548 5.253 -0.54
C -0.205 -2.900 5.751 -1.45
H -3.812 -5.627 3.775 0.39
H -4.982 -4.384 4.256 0.34
H -3.468 -4.558 5.151 0.32
H -3.749 -3.592 2.255 0.32
H -2.203 -3.882 3.057 0.09
H -1.605 -1.284 5.699 0.43
H 0.059 -0.767 5.516 0.35
H -0.803 -3.693 5.297 0.29
H -0.346 -2.946 6.834 0.40
H 0.850 -3.090 5.546 0.41
Cl 3.096 -3.557 -4.018 -0.15
C 4.278 -4.335 -3.008 0.77
C 5.124 -5.263 -3.584 -0.70
C 6.069 -5.904 -2.800 -0.45
C 6.169 -5.578 -1.458 -0.67
C 5.331 -4.627 -0.901 0.98
Cl 5.602 -4.197 0.761 -0.20
C 4.332 -3.994 -1.648 -0.75
N 3.480 -3.022 -1.128 0.46
C 2.803 -3.166 0.123 -0.37
C 2.361 -4.414 0.540 0.25
C 1.694 -4.566 1.743 -1.31
C 1.469 -3.462 2.550 -0.62
C 1.906 -2.219 2.136 -1.13
C 2.571 -2.048 0.910 0.25
C 3.000 -0.656 0.449 -1.29
C 1.839 0.233 0.740 1.02
O 1.835 0.948 1.819 -0.69
O 0.733 0.088 0.112 1.53
H 5.028 -5.481 -4.639 0.42
H 6.728 -6.646 -3.233 0.37
H 6.915 -6.046 -0.827 0.42
H 2.936 -2.535 -1.827 -0.39
H 2.549 -5.273 -0.096 0.63
H 1.354 -5.546 2.055 0.46
H 0.969 -3.572 3.498 0.27
H 1.846 -1.382 2.846 1.64
H 3.217 -0.653 -0.615 0.15
H 3.874 -0.316 0.999 0.63
F 2.604 -1.336 -9.132 -0.27
C 1.522 -0.600 -8.817 0.81
F 0.482 -1.096 -9.504 -0.28
F 1.748 0.640 -9.286 -0.26
C 1.272 -0.597 -7.336 0.26
C -0.014 -0.709 -6.841 -0.95
C -0.236 -0.675 -5.469 -0.23
C 0.822 -0.519 -4.580 0.73
C 2.116 -0.407 -5.100 -0.77
C 2.345 -0.443 -6.466 -1.04
P 0.690 -0.341 -2.738 0.87
C 0.715 1.512 -2.729 0.43
C 1.752 2.142 -2.054 -0.51
C 1.865 3.533 -2.030 -0.69
C 0.925 4.294 -2.690 0.33
C -0.114 3.681 -3.387 -1.33
C -0.210 2.302 -3.411 -0.20
C 1.017 5.795 -2.703 0.77
F 1.977 6.251 -1.887 -0.29
F 1.286 6.257 -3.937 -0.26
F -0.141 6.359 -2.320 -0.25
C -1.082 -0.721 -2.488 0.47
C -1.526 -1.999 -2.843 -1.01
C -2.847 -2.369 -2.653 -1.11
C -3.740 -1.459 -2.101 0.30
C -3.309 -0.204 -1.715 -0.78
C -1.981 0.157 -1.897 -0.04
C -5.163 -1.864 -1.854 0.71
F -5.581 -2.779 -2.744 -0.28
F -5.318 -2.407 -0.632 -0.22
F -5.999 -0.817 -1.926 -0.29
H -0.846 -0.824 -7.522 0.48
H -1.250 -0.774 -5.098 0.31
H 2.957 -0.283 -4.424 0.44
H 3.352 -0.362 -6.857 0.41
H 2.490 1.545 -1.529 0.20
H 2.678 4.010 -1.499 0.55
H -0.842 4.289 -3.913 0.47
H -1.018 1.835 -3.965 0.51
H -0.831 -2.715 -3.272 0.61
H -3.183 -3.359 -2.932 0.47
H -4.004 0.494 -1.265 0.42
H -1.651 1.136 -1.569 0.12
C -1.054 2.484 1.069 -1.88
Si -1.119 3.044 2.890 1.32
C 0.028 4.534 3.072 2.29
C -0.052 5.074 4.508 -1.80
C -0.305 5.654 2.067 -1.85
C 1.471 4.088 2.802 -1.87
C -2.944 3.340 3.303 2.67
C -3.200 3.044 4.791 -1.82
C -3.824 2.411 2.458 -1.87
C -3.386 4.788 3.009 -2.17
H -1.613 3.175 0.433 1.03
H -1.521 1.493 0.930 0.24
H -0.029 2.457 0.696 0.10
H -1.013 5.555 4.714 0.28
H 0.736 5.820 4.669 0.56
H 0.090 4.276 5.246 0.26
H -1.317 6.038 2.183 0.28
H -0.192 5.313 1.030 0.26
H 0.383 6.499 2.212 0.51
H 1.797 3.319 3.503 0.35
H 2.137 4.957 2.905 0.65
H 1.600 3.685 1.792 0.14
H -3.104 1.978 5.003 0.22
H -4.217 3.362 5.060 0.53
H -2.495 3.570 5.447 0.27
H -3.515 1.369 2.520 -0.05
H -3.825 2.704 1.402 0.33
H -4.860 2.469 2.817 0.58
H -2.889 5.515 3.658 0.33
H -4.467 4.879 3.181 0.55
H -3.196 5.078 1.969 0.42
```

Values from the calculation:
gap between HOMO and LUMO (spin up / spin down)	6.3 / 8.2	eV
E_HOMO (spin up / spin down)	-6.33 / -8.21	eV
E_LUMO (spin up / spin down)	0.0 / 0.0	eV
total charge	0
2S+1	2

---

Computed values of calculated total energy (unit: eV) for the preceding records, in sequence: -54273.354, -9336.416, -44735.326, -159232.916.
Computed values of max |F| (unit: eV/A) for the preceding records, in sequence: 9.39, 5.52, 4.57, 2.35.